ORCA calculation (ωB97M-V/def2-TZVPD) on 14 unconnected molecules or ions with the total composition C60H159N11O22 at a distorted geometry.

Charge: 0
Multiplicity: 1
Energy above the lowest of the compared OMol25 structures with the same formula, charge and spin (kcal per mole): 131.46
Highest occupied orbital energy (eV): -8.5

CARTESIAN COORDINATES (ANGSTROEM)
C 12.9418 19.1847 19.9924
C 12.5554 18.9595 21.4146
C 13.7730 19.1676 22.3008
O 14.7792 18.2617 21.8904
C 15.9631 18.4634 22.6085
N 11.5532 19.8551 22.0990
H 13.3595 20.1740 19.8072
H 12.0600 19.1535 19.3476
H 13.6368 18.4327 19.6024
H 12.3088 17.8928 21.4982
H 13.5714 18.9033 23.3563
H 14.1190 20.2281 22.2958
H 16.2483 19.5266 22.5242
H 16.7650 17.8423 22.2103
H 15.7980 18.2602 23.6779
H 11.7562 20.8366 21.9294
H 10.5838 19.6382 21.8869
C 25.6886 15.3342 14.5411
C 25.2917 14.8939 15.9414
C 24.3956 15.9385 16.4666
O 24.9806 17.1749 16.5716
C 24.0089 18.0320 17.1216
N 24.5157 13.6203 15.8822
H 25.9536 16.3843 14.6141
H 24.8383 15.3148 13.8468
H 26.5456 14.7903 14.1301
H 26.1947 14.7219 16.5502
H 24.0149 15.6165 17.4644
H 23.5312 15.9245 15.7732
H 23.0884 18.0199 16.5179
H 24.4180 19.0355 17.2157
H 23.7024 17.6752 18.1162
H 25.1032 12.9274 15.4045
H 24.2619 13.3624 16.8289
C 21.4555 8.0868 23.5058
C 22.8789 8.1782 23.0594
C 23.0589 8.8229 21.6871
O 24.4174 9.0009 21.3873
C 24.5051 9.5378 20.0589
N 23.5884 9.1301 24.0179
H 21.5184 7.6071 24.4883
H 20.8571 7.4250 22.8643
H 21.0079 9.0734 23.5804
H 23.3877 7.2187 23.0762
H 22.5664 9.8273 21.7332
H 22.5803 8.2282 20.9083
H 23.8919 10.4593 20.0051
H 24.1090 8.7920 19.3259
H 25.5411 9.7627 19.8238
H 24.5804 9.0475 23.8552
H 23.2875 9.1155 24.9858
C 18.6241 7.8580 25.9025
C 17.4390 8.7427 25.5917
C 17.6898 9.3764 24.2474
O 16.6718 10.3395 24.1052
C 16.5632 10.9215 22.8291
N 16.1776 8.0141 25.5399
H 18.7924 7.1264 25.0998
H 18.5225 7.2560 26.8024
H 19.5520 8.4327 26.0010
H 17.4217 9.5311 26.3642
H 17.6181 8.5740 23.4950
H 18.7296 9.7580 24.2798
H 15.8790 10.3836 22.1724
H 17.5395 10.9874 22.3461
H 16.1490 11.9306 22.9792
H 15.9033 7.5781 26.4118
H 15.4507 8.6788 25.2790
C 21.8283 9.1392 16.4912
C 20.8807 8.6887 17.6706
C 20.0877 9.9305 18.0291
O 19.2160 9.7249 19.0556
C 19.8725 9.6442 20.2866
N 19.9225 7.5639 17.3763
H 21.3139 9.5369 15.6062
H 22.4718 8.3309 16.1218
H 22.5007 9.9037 16.8607
H 21.5219 8.4650 18.5458
H 19.5600 10.2496 17.1303
H 20.8999 10.6254 18.2699
H 20.5991 10.4658 20.3800
H 20.3910 8.6890 20.4232
H 19.1413 9.7452 21.0850
H 19.4585 7.6022 16.4769
H 19.1644 7.7035 18.0471
C 28.9713 14.1533 22.9048
C 29.2030 14.0820 21.3862
C 28.7976 15.3956 20.7734
O 27.3849 15.5690 20.9300
C 26.9473 16.8092 20.3744
N 30.6294 13.9095 21.1211
H 27.9318 14.4052 23.1267
H 29.5497 14.9189 23.4350
H 29.1311 13.1967 23.4122
H 28.5426 13.2747 21.0027
H 29.1013 15.3660 19.7183
H 29.3716 16.1701 21.3060
H 27.4201 17.6546 20.8950
H 25.8648 16.8608 20.5458
H 27.1207 16.8792 19.2896
H 30.7191 13.8278 20.1149
H 30.9895 13.0627 21.5227
C 19.9131 13.5190 24.9381
C 21.0875 12.7823 24.2767
O 21.7259 13.6799 23.3524
O 20.4665 14.6301 25.6547
H 19.4324 12.8665 25.6652
H 19.1433 13.8138 24.2189
H 20.6652 11.8954 23.7865
H 21.8062 12.4227 25.0125
H 22.2189 14.3735 23.8038
H 20.2761 15.4337 25.1541
C 20.5964 17.1064 19.0224
C 19.5868 17.5981 20.0413
O 20.0930 18.7757 20.7214
O 21.8056 16.7241 19.5890
H 20.8067 17.8954 18.2950
H 20.1361 16.2665 18.4802
H 19.4350 16.8063 20.8029
H 18.6054 17.7469 19.5608
H 21.0625 18.7496 20.7204
H 21.6529 15.8182 19.9132
C 29.9543 13.7625 15.7692
C 29.6591 12.9059 16.9822
O 30.4164 13.2312 18.1207
O 29.1807 13.1679 14.6947
H 31.0039 13.7002 15.4507
H 29.6878 14.8213 15.9116
H 29.7253 11.8973 16.5512
H 28.6289 13.0652 17.2658
H 31.3646 13.1987 17.9442
H 29.1466 13.7895 13.9614
C 16.7543 14.2470 29.9952
O 16.3535 15.2007 29.0426
C 15.4118 16.0854 29.5803
C 14.8844 16.9896 28.4984
N 13.9771 16.2478 27.6739
C 13.5004 17.0314 26.6043
C 12.5403 16.2462 25.7465
O 13.1210 15.0774 25.2368
C 14.0571 15.3239 24.2370
H 15.8767 13.6647 30.3294
H 17.2019 14.7094 30.9027
H 17.5190 13.6101 29.5556
H 15.9284 16.5440 30.4292
H 14.5810 15.4780 29.9908
H 15.7704 17.4099 27.9833
H 14.2941 17.8208 28.9255
H 14.4896 15.4465 27.2936
H 14.2666 17.3919 25.9143
H 12.9705 17.8820 27.0257
H 12.1719 16.8290 24.8790
H 11.6907 15.9685 26.3681
H 13.6777 15.9960 23.4695
H 14.3291 14.3746 23.7445
H 15.0026 15.7524 24.6368
C 26.5867 11.2363 23.2142
O 26.9177 11.5902 24.5594
C 25.9016 12.0852 25.4370
C 26.5849 12.7185 26.5484
N 27.3143 13.8859 26.0801
C 27.9915 14.6012 27.1592
C 29.2352 13.9703 27.7853
O 30.3510 13.8541 26.9418
C 31.1475 15.0164 26.9258
H 25.7826 11.8614 22.7911
H 26.2834 10.1861 23.1484
H 27.5135 11.3656 22.6619
H 25.2505 11.2595 25.7504
H 25.2710 12.8624 24.9646
H 27.2826 12.0007 27.0248
H 25.8261 12.9828 27.3015
H 27.9991 13.6122 25.3672
H 27.3229 14.7721 28.0142
H 28.1955 15.5722 26.7499
H 29.0316 12.9758 28.2132
H 29.4043 14.6303 28.6561
H 31.6842 15.1600 27.8892
H 30.5803 15.9258 26.7065
H 31.8827 14.8353 26.1403
C 25.8109 13.0070 19.0753
O 24.3931 12.7337 18.8909
C 23.5922 13.5214 19.7505
C 22.1749 13.3074 19.3468
N 21.2821 13.9634 20.2564
C 19.8837 13.6710 20.0243
C 19.0110 14.1354 21.2102
O 17.8776 14.7917 20.6828
C 16.8598 15.0153 21.6492
H 26.1601 12.5806 20.0420
H 25.9822 14.0937 19.0910
H 26.3305 12.5259 18.2419
H 23.8447 14.6061 19.7067
H 23.8000 13.2350 20.7983
H 21.9424 12.2293 19.3409
H 22.0330 13.6594 18.3058
H 21.5094 13.6789 21.1980
H 19.6317 12.6101 19.7910
H 19.5552 14.2598 19.1612
H 19.5622 14.8470 21.8604
H 18.7094 13.2758 21.8428
H 17.2403 15.6463 22.4804
H 16.4860 14.0804 22.0486
H 16.0413 15.5363 21.1520
C 14.7430 10.8530 18.4943
O 15.4222 11.6768 19.3634
C 16.6920 12.0449 18.8931
C 16.7250 13.1162 17.8091
N 15.9840 14.3317 18.0964
C 14.5014 14.3471 17.9864
C 14.0733 15.7301 18.4934
O 12.7445 15.9902 18.1688
C 11.8958 15.0612 18.7477
H 13.8697 10.4411 19.0050
H 15.3849 10.0055 18.1736
H 14.4077 11.3842 17.5974
H 17.2977 11.1640 18.6144
H 17.1659 12.5112 19.7792
H 16.3206 12.6867 16.8694
H 17.7586 13.4149 17.6005
H 16.1937 14.5758 19.0701
H 14.0109 13.5211 18.5496
H 14.1532 14.2297 16.9436
H 14.8031 16.4348 18.0692
H 14.1671 15.7661 19.6049
H 10.8660 15.3784 18.5956
H 12.0748 14.9618 19.8353
H 11.9815 14.0565 18.3054
C 23.4538 10.1378 11.3071
O 24.7171 10.3384 11.8641
C 25.0032 11.7123 12.1673
C 26.3767 11.8376 12.7965
N 26.4404 11.5718 14.1983
C 25.9054 10.2760 14.6221
C 26.0991 10.1624 16.1113
O 27.5154 10.1391 16.3676
C 27.8674 9.5489 17.5950
H 22.6530 10.5509 11.9329
H 23.3775 9.0427 11.2712
H 23.3610 10.5269 10.2704
H 24.2728 12.1479 12.8853
H 24.8615 12.2202 11.1961
H 26.7617 12.8541 12.6628
H 27.0116 11.1481 12.1846
H 27.3906 11.7246 14.5401
H 26.3469 9.3974 14.1049
H 24.8147 10.2934 14.4367
H 25.6196 9.2345 16.4856
H 25.6937 11.0229 16.6870
H 27.4592 10.0793 18.4709
H 28.9585 9.6221 17.6820
H 27.6254 8.4879 17.6327

Forces on atoms 1 to 3 (eV/Å):
-0.7 0.5 -1.5
0.3 0.6 1.9
0.4 -0.8 0.8

Löwdin population analysis, charges in e, atoms 1 to 99: number 1, C, carries -0.067; number 2, C, carries -0.414; number 3, C, carries -0.240; number 4, O, carries -0.213; number 5, C, carries -0.112; number 6, N, carries 0.040; number 7, H, carries 0.082; number 8, H, carries 0.081; number 9, H, carries 0.070; number 10, H, carries 0.139; number 11, H, carries 0.117; number 12, H, carries 0.136; number 13, H, carries 0.096; number 14, H, carries 0.068; number 15, H, carries 0.082; number 16, H, carries 0.069; number 17, H, carries 0.065; number 18, C, carries -0.051; number 19, C, carries -0.430; number 20, C, carries -0.290; number 21, O, carries -0.162; number 22, C, carries -0.104; number 23, N, carries 0.070; number 24, H, carries 0.071; number 25, H, carries 0.091; number 26, H, carries 0.056; number 27, H, carries 0.131; number 28, H, carries 0.125; number 29, H, carries 0.141; number 30, H, carries 0.093; number 31, H, carries 0.091; number 32, H, carries 0.072; number 33, H, carries 0.037; number 34, H, carries 0.031; number 35, C, carries -0.082; number 36, C, carries -0.395; number 37, C, carries -0.246; number 38, O, carries -0.186; number 39, C, carries -0.071; number 40, N, carries 0.051; number 41, H, carries 0.079; number 42, H, carries 0.091; number 43, H, carries 0.063; number 44, H, carries 0.136; number 45, H, carries 0.128; number 46, H, carries 0.109; number 47, H, carries 0.080; number 48, H, carries 0.096; number 49, H, carries 0.070; number 50, H, carries 0.043; number 51, H, carries 0.064; number 52, C, carries -0.080; number 53, C, carries -0.465; number 54, C, carries -0.233; number 55, O, carries -0.181; number 56, C, carries -0.092; number 57, N, carries 0.048; number 58, H, carries 0.081; number 59, H, carries 0.075; number 60, H, carries 0.071; number 61, H, carries 0.142; number 62, H, carries 0.139; number 63, H, carries 0.113; number 64, H, carries 0.092; number 65, H, carries 0.064; number 66, H, carries 0.080; number 67, H, carries 0.073; number 68, H, carries 0.074; number 69, C, carries -0.050; number 70, C, carries -0.385; number 71, C, carries -0.279; number 72, O, carries -0.186; number 73, C, carries -0.093; number 74, N, carries 0.048; number 75, H, carries 0.078; number 76, H, carries 0.074; number 77, H, carries 0.059; number 78, H, carries 0.114; number 79, H, carries 0.138; number 80, H, carries 0.102; number 81, H, carries 0.079; number 82, H, carries 0.079; number 83, H, carries 0.079; number 84, H, carries 0.063; number 85, H, carries 0.058; number 86, C, carries -0.069; number 87, C, carries -0.441; number 88, C, carries -0.216; number 89, O, carries -0.204; number 90, C, carries -0.102; number 91, N, carries 0.051; number 92, H, carries 0.074; number 93, H, carries 0.084; number 94, H, carries 0.069; number 95, H, carries 0.132; number 96, H, carries 0.122; number 97, H, carries 0.133; number 98, H, carries 0.089; number 99, H, carries 0.084